112
Properties=species:S:1:pos:R:3:forces:R:3:lowdin_charge:R:1 method="wB97M-V/def2-TZVPD" total_charge=+1 relative_energy_kj_mol=0.0 mol_weight_g_mol=841.78 lumo_ev=-3.390 total_energy_ha=-3871.14566
Ti -0.6578 -0.0424 0.1006 0.02 -0.31 -0.02 0.96
C -4.9851 -1.6815 -1.2055 0.01 0.00 0.00 -0.10
C -3.5749 -2.2789 -1.1277 -0.02 0.00 0.00 -0.52
C -3.5452 -3.7190 -1.6324 -0.01 -0.01 0.01 -0.10
P -2.8569 -1.8549 0.5294 0.11 -0.04 -0.10 1.10
C -4.1340 -2.2074 1.8280 0.01 0.02 0.02 -0.52
C -4.6947 -3.6284 1.7991 0.01 0.01 0.02 -0.09
C -3.5458 -1.9073 3.2088 0.01 0.02 0.01 -0.10
C -1.4746 -2.9378 0.9982 0.00 -0.01 -0.01 -0.29
C -1.4174 -4.3130 0.7642 0.01 0.00 -0.01 -0.07
C -0.2952 -5.0502 1.0959 0.00 0.00 0.00 -0.05
C 0.8002 -4.4103 1.6625 0.00 0.01 0.00 -0.05
C 0.7558 -3.0542 1.9201 -0.02 -0.02 0.01 -0.03
C -0.3868 -2.3061 1.6220 0.05 0.02 0.05 -0.32
N -0.4194 -0.8977 1.8607 -0.01 0.10 0.06 -0.12
C 0.1309 -0.4121 3.0610 0.01 0.02 0.00 -0.31
C 0.2399 -1.1920 4.2171 0.00 0.00 0.00 -0.02
C 0.8099 -0.6678 5.3643 0.00 -0.01 0.00 -0.05
C 1.2829 0.6388 5.4020 0.00 0.01 0.00 -0.07
C 1.1300 1.4368 4.2819 0.01 -0.01 -0.01 -0.08
C 0.5458 0.9295 3.1241 0.01 0.00 0.00 -0.33
P 0.0414 1.9141 1.7053 0.03 0.05 -0.04 1.11
C -1.4628 2.8023 2.3412 0.00 0.03 0.00 -0.50
C -1.1627 4.0181 3.2152 0.00 0.00 0.00 -0.09
C -2.3424 1.8177 3.1129 0.00 0.00 -0.01 -0.11
C 1.2845 3.2435 1.4280 0.01 0.01 0.00 -0.51
C 0.8014 4.2078 0.3413 0.02 0.00 -0.01 -0.09
C 2.6806 2.7175 1.1042 0.00 -0.01 -0.01 -0.10
H -5.3346 -1.7220 -2.2380 0.00 0.00 0.00 0.09
H -5.0110 -0.6345 -0.8939 0.00 -0.01 -0.01 0.06
H -5.7007 -2.2353 -0.5984 -0.02 -0.03 0.02 0.07
H -2.9355 -1.6953 -1.7930 0.00 0.00 0.01 0.08
H -4.0981 -4.4051 -0.9902 0.00 0.00 0.00 0.07
H -2.5252 -4.0860 -1.7395 0.00 0.00 0.00 0.07
H -4.0122 -3.7523 -2.6193 0.00 0.00 0.00 0.09
H -4.9474 -1.5006 1.6312 0.00 0.00 0.00 0.11
H -3.9058 -4.3604 1.9800 0.00 0.01 0.00 0.08
H -5.1854 -3.8719 0.8593 -0.01 0.00 -0.03 0.06
H -5.4314 -3.7420 2.5969 0.00 0.00 0.00 0.09
H -2.7760 -2.6395 3.4607 0.01 0.00 0.00 0.08
H -4.3294 -1.9760 3.9645 0.00 0.00 0.00 0.09
H -3.0977 -0.9154 3.2742 -0.02 -0.04 0.00 0.05
H -2.2595 -4.8157 0.3143 -0.01 0.00 0.00 0.09
H -0.2694 -6.1142 0.9039 0.00 0.00 0.00 0.11
H 1.6941 -4.9711 1.9024 0.00 0.00 0.00 0.11
H 1.6103 -2.5621 2.3654 0.00 0.00 0.00 0.12
H -0.1170 -2.2125 4.2167 0.00 0.00 0.00 0.12
H 0.8894 -1.2936 6.2439 0.00 0.00 0.00 0.11
H 1.7445 1.0314 6.2973 0.00 0.00 0.00 0.11
H 1.4669 2.4663 4.3065 0.00 0.00 0.00 0.11
H -2.0005 3.1225 1.4443 0.00 0.01 0.02 0.09
H -2.1039 4.4303 3.5838 0.00 0.00 0.00 0.09
H -0.6443 4.8130 2.6820 0.01 0.00 0.00 0.07
H -0.5702 3.7383 4.0886 0.00 0.00 0.00 0.08
H -1.9160 1.6129 4.0966 0.00 0.00 0.00 0.09
H -2.4454 0.8638 2.5961 0.00 0.02 -0.03 0.03
H -3.3381 2.2403 3.2512 0.00 0.00 -0.01 0.10
H 1.3290 3.7846 2.3780 0.00 0.00 0.00 0.10
H -0.2173 4.5603 0.5083 -0.01 0.00 -0.01 0.07
H 0.8511 3.7342 -0.6390 0.03 0.01 0.04 0.05
H 1.4547 5.0818 0.3211 0.00 0.00 0.00 0.09
H 2.6803 2.1549 0.1691 0.00 0.02 0.00 0.06
H 3.0750 2.0911 1.9057 0.00 0.00 0.01 0.07
H 3.3611 3.5633 0.9866 -0.01 0.00 0.00 0.09
C 3.5500 3.9934 -3.4689 -0.03 0.00 0.02 -0.07
O 4.6969 3.2366 -3.1174 -0.01 0.01 0.01 -0.07
C 4.6846 1.9150 -3.4122 0.01 0.01 0.01 -0.27
C 5.8165 1.1903 -3.0349 -0.02 0.01 -0.02 0.01
C 5.8740 -0.1663 -3.2747 -0.04 0.04 0.01 -0.03
C 4.7839 -0.8273 -3.8372 0.15 0.10 0.03 -0.29
C 3.6862 -0.0953 -4.2676 0.00 -0.03 -0.03 -0.01
C 3.6366 1.2745 -4.0662 0.00 -0.02 0.03 0.00
N 4.9254 -2.2466 -3.9729 0.08 0.07 -0.15 0.09
N 4.0087 -3.0185 -3.6704 0.00 -0.07 0.14 0.09
C 2.8010 -2.5211 -3.0754 -0.23 -0.14 -0.04 -0.23
C 1.6145 -2.7989 -3.6967 -0.04 -0.01 0.07 -0.01
C 0.3769 -2.3580 -3.1747 0.03 -0.02 0.01 0.03
C 0.3646 -1.6492 -2.0077 -0.01 0.04 0.00 -0.28
O -0.7300 -1.1794 -1.3835 -0.03 0.06 -0.12 -0.21
C 1.5774 -1.3969 -1.3300 -0.03 0.01 -0.04 -0.15
N 1.4434 -0.7009 -0.1705 -0.06 -0.02 0.03 0.05
C 2.5117 -0.5119 0.5692 0.00 -0.01 0.01 -0.11
C 3.7806 -0.9778 0.1925 -0.01 -0.01 0.00 0.00
C 3.9324 -1.6381 -0.9966 0.02 0.02 -0.01 0.04
C 2.8047 -1.8575 -1.8159 0.06 -0.02 -0.02 -0.08
H 3.7334 5.0013 -3.1074 0.00 0.00 0.00 0.10
H 2.6510 3.5852 -2.9964 0.03 0.00 0.01 0.07
H 3.4116 4.0202 -4.5527 0.01 0.00 -0.01 0.10
H 6.6402 1.7154 -2.5703 0.00 0.00 0.00 0.12
H 6.7528 -0.7396 -3.0075 0.01 0.00 0.00 0.12
H 2.8604 -0.5840 -4.7649 0.01 0.01 0.00 0.12
H 2.7649 1.8214 -4.3913 0.01 0.00 -0.01 0.10
H 1.6368 -3.3542 -4.6257 0.00 0.00 0.00 0.12
H -0.5480 -2.5803 -3.6901 0.00 0.01 0.00 0.12
H 2.3755 0.0093 1.5072 0.00 0.00 0.00 0.10
H 4.6226 -0.8044 0.8474 0.00 0.00 0.00 0.12
H 4.9038 -2.0042 -1.3008 -0.01 -0.01 0.00 0.12
C -3.2738 2.9142 -1.8798 0.00 0.01 0.01 0.02
C -2.1466 2.0775 -1.3743 0.03 -0.02 -0.05 -0.25
N -2.2701 1.2414 -0.3837 -0.04 0.06 -0.04 -0.11
O -3.5144 1.2697 0.2404 0.00 0.02 0.03 -0.07
C -0.8446 2.1758 -1.9650 0.01 0.04 0.05 -0.29
C -0.4787 3.0574 -3.1100 -0.03 -0.01 -0.01 -0.01
N 0.0764 1.4345 -1.3742 -0.03 0.06 0.09 -0.18
O 1.2667 1.5025 -1.7711 -0.03 -0.01 -0.01 -0.08
H -4.1912 2.7324 -1.3336 0.00 0.00 0.00 0.08
H -3.4296 2.6976 -2.9377 -0.01 0.00 0.00 0.10
H -3.0095 3.9702 -1.8056 0.00 0.00 0.00 0.11
H -3.5620 0.3835 0.6399 0.02 0.00 0.02 0.02
H -1.3567 3.4203 -3.6388 0.01 0.01 0.00 0.08
H 0.1523 2.5005 -3.8038 0.00 0.00 -0.02 0.08
H 0.1048 3.9215 -2.7784 0.00 -0.01 0.00 0.08

85
Properties=species:S:1:pos:R:3:forces:R:3:lowdin_charge:R:1 method="wB97M-V/def2-TZVPD" total_charge=-1 relative_energy_kj_mol=31.0 mol_weight_g_mol=782.18 lumo_ev=2.705 total_energy_ha=-3048.70093
Pd 0.5186 0.4529 -0.8074 0.57 -0.47 0.40 0.10
C 2.7945 -0.2179 1.4457 -0.04 0.06 -0.01 -0.40
C 3.4656 -0.8035 0.2048 -0.08 -0.01 -0.05 -0.41
P 2.7477 -0.1003 -1.3667 -0.26 0.90 0.05 0.96
C 4.0503 -0.7650 -2.5284 -0.23 -0.28 0.11 -0.34
C 4.6791 0.0032 -3.5057 0.01 0.10 0.02 -0.09
C 5.5704 -0.5686 -4.4032 0.00 0.00 -0.01 -0.10
C 5.8530 -1.9250 -4.3494 0.01 -0.01 0.00 -0.12
C 5.2250 -2.7086 -3.3908 0.00 0.02 -0.02 -0.10
C 4.3307 -2.1342 -2.5016 -0.03 -0.03 0.00 -0.11
C 3.3955 1.6414 -1.3016 0.20 -0.13 -0.01 -0.38
C 4.5236 2.0215 -0.5764 -0.01 -0.01 0.00 -0.10
C 4.9748 3.3342 -0.5797 -0.02 0.02 -0.01 -0.10
C 4.3140 4.2941 -1.3322 -0.01 -0.01 0.00 -0.10
C 3.1981 3.9287 -2.0719 0.02 0.05 0.00 -0.10
C 2.7440 2.6190 -2.0512 -0.15 -0.06 -0.05 -0.16
P 0.9444 -0.3643 1.3169 0.00 -0.13 -0.43 0.95
C 0.8291 -2.2076 1.2889 0.02 0.06 0.16 -0.36
C 1.2898 -2.9973 2.3422 0.04 -0.01 0.02 -0.10
C 1.2683 -4.3808 2.2601 -0.03 0.00 -0.04 -0.10
C 0.7782 -4.9975 1.1137 0.01 0.03 0.02 -0.11
C 0.3104 -4.2209 0.0645 -0.01 -0.05 -0.02 -0.09
C 0.3337 -2.8342 0.1520 -0.09 0.05 -0.14 -0.10
C 0.4675 -0.0692 3.0701 0.08 0.26 -0.07 -0.37
C 1.1562 0.8563 3.8566 0.01 -0.05 0.05 -0.10
C 0.7036 1.1945 5.1257 0.01 0.00 -0.01 -0.10
C -0.4539 0.6209 5.6279 -0.02 -0.01 0.00 -0.11
C -1.1621 -0.2835 4.8446 0.01 0.03 0.03 -0.09
C -0.7123 -0.6183 3.5787 -0.04 -0.04 -0.08 -0.10
H 3.0170 0.8518 1.4936 0.00 -0.01 0.06 0.06
H 3.1683 -0.6874 2.3608 0.02 -0.05 -0.04 0.08
H 3.2994 -1.8835 0.1713 -0.03 0.01 0.01 0.06
H 4.5462 -0.6536 0.2307 0.02 -0.02 0.02 0.07
H 4.4814 1.0663 -3.5658 -0.02 0.01 0.01 0.10
H 6.0477 0.0554 -5.1490 0.01 0.01 -0.01 0.09
H 6.5501 -2.3686 -5.0492 0.01 0.00 -0.01 0.09
H 5.4249 -3.7718 -3.3396 0.01 -0.02 0.00 0.09
H 3.8325 -2.7703 -1.7790 -0.01 -0.01 0.01 0.09
H 5.0645 1.2890 0.0071 0.04 -0.03 0.02 0.09
H 5.8446 3.6063 0.0062 0.01 0.00 0.01 0.09
H 4.6612 5.3198 -1.3367 0.00 0.01 0.00 0.09
H 2.6632 4.6690 -2.6530 -0.01 0.01 -0.01 0.10
H 1.8507 2.3474 -2.6058 0.06 0.01 0.04 0.08
H 1.6692 -2.5239 3.2410 -0.01 0.02 0.02 0.10
H 1.6313 -4.9770 3.0885 0.00 -0.01 0.00 0.09
H 0.7593 -6.0781 1.0430 0.00 -0.02 0.00 0.09
H -0.0782 -4.6905 -0.8308 0.00 -0.02 0.00 0.10
H -0.0344 -2.2181 -0.6649 0.04 -0.03 0.07 0.07
H 2.0560 1.3243 3.4782 0.02 0.01 0.00 0.09
H 1.2579 1.9115 5.7191 0.00 0.01 0.01 0.09
H -0.8097 0.8841 6.6161 -0.01 0.01 0.01 0.09
H -2.0803 -0.7209 5.2161 -0.01 -0.01 0.01 0.10
H -1.2984 -1.2876 2.9608 -0.01 -0.01 -0.02 0.09
C -5.3543 -1.6697 0.3473 -0.03 0.02 0.07 -0.04
N -4.2472 -1.2917 -0.5059 0.01 -0.01 -0.05 -0.06
C -4.3789 -1.3765 -1.8609 -0.04 -0.01 -0.07 -0.10
C -3.3938 -1.0106 -2.6915 0.01 -0.04 0.09 -0.01
C -2.1339 -0.5447 -2.1061 -0.03 -0.06 -0.10 -0.55
O -1.1688 -0.2505 -2.8190 0.03 0.09 -0.10 -0.06
N -2.0497 -0.4438 -0.7509 -0.23 0.03 -0.01 0.14
C -3.0717 -0.7500 0.0506 0.03 -0.09 -0.14 -0.52
O -3.0550 -0.5748 1.2848 -0.04 0.02 0.18 -0.05
H -6.1901 -0.9754 0.2364 -0.02 0.01 0.00 0.07
H -5.0087 -1.6369 1.3762 0.00 -0.01 -0.03 0.08
H -5.6860 -2.6804 0.1005 -0.02 0.00 0.01 0.08
H -5.3352 -1.7496 -2.2119 0.02 0.00 0.02 0.12
H -3.4993 -1.0765 -3.7631 0.03 -0.01 -0.03 0.10
N -1.8699 1.9879 1.2484 0.13 0.14 -0.08 0.11
C -1.7757 2.5310 0.0212 -0.09 -0.17 0.11 -0.90
S -0.3474 3.1228 -0.6372 0.11 -0.05 0.02 0.60
N -2.9080 2.5964 -0.7332 0.09 0.06 -0.18 0.05
C -4.2427 2.3110 -0.4305 0.03 -0.01 -0.04 -0.23
C -5.0882 2.0213 -1.5017 -0.06 0.01 0.00 -0.04
C -6.4389 1.8076 -1.2936 -0.02 -0.03 0.01 -0.10
C -6.9700 1.8631 -0.0111 0.04 -0.03 -0.02 -0.12
C -6.1248 2.1430 1.0528 -0.03 0.01 0.03 -0.09
C -4.7729 2.3747 0.8558 -0.01 -0.02 0.07 -0.02
H -0.9550 1.8378 1.6551 -0.07 -0.01 -0.02 0.05
H -2.4711 1.1544 1.3355 0.11 0.03 0.11 0.06
H -2.7018 2.7951 -1.7008 -0.02 0.03 0.05 0.11
H -4.6722 1.9564 -2.4994 0.01 -0.01 -0.02 0.11
H -7.0769 1.5864 -2.1404 -0.01 -0.01 0.00 0.10
H -8.0236 1.6827 0.1566 -0.02 0.01 0.00 0.09
H -6.5203 2.1900 2.0596 -0.01 -0.01 0.01 0.10
H -4.1303 2.6057 1.6919 -0.03 0.00 0.00 0.11